(1)
Computed, not measured: a molecular structure, C45H71N8O2PTi, with ωB97M-V/def2-TZVPD.

- LUMO energy (spin up / spin down) (eV) = -8.560 / -9.797
- expectation value of S² = 0.79
- energy above the lowest of the compared OMol25 structures with the same formula, charge and spin (kcal/mol) = 0.00
- HOMO-LUMO gap (spin up / spin down) (eV) = 6.5 / 5.6
- 2S+1 = 2
- net charge = +3
- HOMO energy (spin up / spin down) (eV) = -15.100 / -15.353
- total energy (Eh) = -3535.9209

Geometry (Å):
Ti 1.6905 -0.3363 -0.5608
C 2.9985 1.8747 -2.5600
C 3.6207 0.8283 -3.4910
N 3.0504 -0.4780 -3.1612
C 3.8755 -1.6544 -3.3066
C 4.2344 -2.2495 -1.9624
C 5.0499 -3.3687 -1.9126
C 5.5551 -3.7875 -0.6956
C 5.2612 -3.0382 0.4336
C 4.3994 -1.9633 0.3156
C 4.0686 -1.1385 1.5296
N 3.4245 0.1275 1.1503
C 4.4384 1.1414 0.7902
C 3.8570 2.1193 -0.2105
N 3.1008 1.3181 -1.1833
N 3.8437 -1.5952 -0.8534
H 1.9506 2.0400 -2.8107
H 3.5216 2.8297 -2.6194
H 4.6979 0.7873 -3.3067
H 3.4862 1.1088 -4.5398
H 2.1446 -0.5933 -3.5836
H 4.8223 -1.4085 -3.7997
H 3.4011 -2.4068 -3.9414
H 5.3153 -3.8777 -2.8293
H 6.1977 -4.6548 -0.6320
H 5.6880 -3.2802 1.3970
H 4.9864 -0.9538 2.0983
H 3.3993 -1.6988 2.1735
H 2.8992 0.4511 1.9543
H 4.8467 1.6409 1.6723
H 5.2692 0.6157 0.3143
H 4.6580 2.6758 -0.7045
H 3.2035 2.8593 0.2573
H 3.6618 0.4689 -1.3284
C -5.1780 1.7883 -0.8498
C -4.8894 0.7737 -1.9655
C -5.4866 1.3003 -3.2696
C -5.5534 -0.5674 -1.6226
C -3.3778 0.5702 -2.0627
C -2.6765 0.1255 -0.9612
C -1.2767 -0.0041 -1.0329
N -0.4147 -0.4320 -0.0860
C -0.7359 -1.0834 1.0807
C -1.9408 -1.0977 1.8070
C -2.0597 -1.9292 2.8969
C -0.9799 -2.7729 3.2069
C 0.2447 -2.7983 2.5466
C 0.3542 -1.8621 1.5018
O 1.4759 -1.6080 0.7647
C 1.3177 -3.7828 3.0207
C 2.1488 -4.3313 1.8561
C 2.1779 -3.0780 4.0814
C 0.6872 -5.0142 3.6912
C -3.3182 -1.9805 3.7578
C -4.3970 -1.0281 3.2462
C -2.9521 -1.5881 5.1953
C -3.8834 -3.4085 3.7389
C -0.5914 0.2683 -2.2515
O 0.7538 0.0984 -2.1075
C -1.2759 0.6068 -3.4159
C -2.6602 0.7890 -3.2432
C -0.7347 0.8782 -4.8270
C -0.8182 2.3895 -5.0906
C 0.7083 0.4354 -5.0130
C -1.5648 0.1194 -5.8802
H -6.2513 1.9564 -0.7654
H -4.7066 2.7514 -1.0610
H -4.8306 1.4301 0.1229
H -6.5592 1.4427 -3.1435
H -5.3517 0.6001 -4.0948
H -5.0631 2.2644 -3.5580
H -6.6331 -0.4391 -1.5485
H -5.2045 -0.9638 -0.6675
H -5.3554 -1.3144 -2.3911
H -3.2212 -0.1360 -0.0723
H -2.7580 -0.4448 1.5605
H -1.1105 -3.4581 4.0293
H 2.5839 -3.5669 1.2251
H 1.5318 -4.9687 1.2206
H 2.9540 -4.9520 2.2510
H 2.5397 -2.0989 3.7634
H 3.0384 -3.6921 4.3477
H 1.5949 -2.9105 4.9877
H -0.0539 -5.4883 3.0472
H 0.2287 -4.7903 4.6528
H 1.4711 -5.7461 3.8847
H -4.0725 0.0173 3.2786
H -5.2806 -1.1037 3.8781
H -4.7068 -1.2654 2.2261
H -2.5559 -0.5708 5.2401
H -2.2059 -2.2582 5.6216
H -3.8341 -1.6321 5.8334
H -4.1210 -3.7278 2.7237
H -4.7974 -3.4520 4.3305
H -3.1880 -4.1295 4.1667
H -3.2154 1.1199 -4.1042
H -0.2125 2.9515 -4.3751
H -1.8427 2.7556 -5.0264
H -0.4503 2.6137 -6.0920
H 1.3826 1.0149 -4.3878
H 1.0041 0.6049 -6.0483
H 0.8297 -0.6327 -4.8156
H -2.5922 0.4649 -5.9546
H -1.5772 -0.9524 -5.6802
H -1.1150 0.2720 -6.8610
C -0.6925 4.1405 3.0806
N -1.5504 3.4817 1.9830
C -1.5459 4.4112 0.7536
N -0.2165 4.6667 0.3314
C 0.5652 5.2623 1.4152
N 0.6131 4.3969 2.5938
C 1.3961 3.1800 2.3755
P 0.6973 2.1485 1.0003
C -1.0440 2.1087 1.6365
C 0.4317 3.4881 -0.2459
H -0.6894 3.4609 3.9329
H -1.2024 5.0693 3.3400
H -2.5109 3.4002 2.3234
H -2.0397 5.3296 1.0747
H -2.1342 3.9137 -0.0184
H 0.1087 6.2124 1.6966
H 1.5783 5.4571 1.0670
H 1.4195 2.5931 3.2979
H 2.4260 3.4658 2.1533
H -1.1241 1.4865 2.5292
H -1.7098 1.7012 0.8742
H -0.1768 3.0937 -1.0663
H 1.3873 3.7873 -0.6798

(2)
Computed, not measured: a molecular structure, C45H72AsIrO6SeSi3, with ωB97M-V/def2-TZVPD.

- LUMO energy (eV) = 0.491
- energy above the lowest of the compared OMol25 structures with the same formula, charge and spin (kcal/mol) = 0.00
- HOMO-LUMO gap (eV) = 7.7
- net charge = 0
- HOMO energy (eV) = -7.231
- total energy (Eh) = -7819.5920

Geometry (Å):
Ir -0.3370 0.1949 -1.0262
C -1.2138 -4.6254 4.5876
C -1.2421 -3.1359 4.9592
C -2.3730 -2.9126 5.9637
C 0.0830 -2.7573 5.6362
C -1.4251 -2.3049 3.6909
C -0.4789 -2.3639 2.6826
C -0.6537 -1.6193 1.5285
Se 0.7555 -1.5401 0.2325
C 1.8817 -0.3486 1.2023
C 2.8917 -0.8492 2.0082
C 3.6365 0.0143 2.7917
C 3.3164 1.3755 2.7095
C 2.3162 1.9050 1.9055
C 1.5584 1.0078 1.1075
O 0.6009 1.4386 0.3139
C 2.0247 3.4060 1.8625
C 2.9150 4.1958 2.8259
C 0.5634 3.6677 2.2617
C 2.2844 3.9394 0.4456
C 4.7339 -0.5360 3.7018
C 5.7859 -1.2683 2.8572
C 4.1167 -1.5207 4.7054
C 5.4379 0.5698 4.4892
C -1.7595 -0.8106 1.2938
O -1.9361 -0.2252 0.1094
C -2.6847 -0.6566 2.3532
C -2.4986 -1.4297 3.4941
C -3.7787 0.4120 2.2856
C -4.7304 0.1698 1.1094
C -4.6195 0.4598 3.5651
C -3.1031 1.7841 2.1174
H -1.0982 -5.2401 5.4837
H -0.3842 -4.8508 3.9156
H -2.1400 -4.9151 4.0877
H -2.1982 -3.5270 6.8489
H -3.3426 -3.1939 5.5481
H -2.4236 -1.8708 6.2862
H 0.2298 -3.3526 6.5408
H 0.0841 -1.7015 5.9134
H 0.9358 -2.9308 4.9784
H 0.4153 -2.9689 2.7892
H 3.0717 -1.9189 2.0253
H 3.8871 2.0636 3.3137
H 2.7672 3.8847 3.8623
H 2.6575 5.2543 2.7562
H 3.9740 4.0967 2.5778
H 0.3754 3.3011 3.2738
H -0.1276 3.1757 1.5808
H 0.3644 4.7426 2.2479
H 3.3355 3.8071 0.1768
H 2.0537 5.0074 0.4015
H 1.6731 3.4210 -0.2888
H 5.3501 -2.1133 2.3217
H 6.5863 -1.6517 3.4948
H 6.2249 -0.5932 2.1204
H 3.6286 -2.3537 4.1965
H 3.3689 -1.0204 5.3238
H 4.8883 -1.9328 5.3606
H 5.9229 1.2887 3.8260
H 6.2085 0.1295 5.1249
H 4.7411 1.1089 5.1338
H -3.2167 -1.3275 4.2922
H -5.1308 -0.8466 1.1259
H -4.2131 0.3304 0.1688
H -5.5690 0.8689 1.1597
H -5.1682 -0.4708 3.7279
H -5.3511 1.2643 3.4724
H -4.0106 0.6663 4.4471
H -2.5129 1.8255 1.2028
H -2.4436 1.9900 2.9635
H -3.8623 2.5697 2.0774
C 0.0217 0.6482 -5.5850
Si -1.5661 -0.0491 -4.8884
C -2.8054 1.2718 -4.4258
C -2.3289 -1.1361 -6.2092
As -1.1053 -1.2633 -2.8928
Si -2.9758 -2.6361 -2.4495
C -2.6403 -3.4895 -0.8253
C -4.4251 -1.4738 -2.3559
C -3.2647 -3.9392 -3.7644
Si 0.7013 -2.6935 -3.4592
C 2.2556 -1.6746 -3.2941
C 0.7336 -4.2424 -2.4076
C 0.4845 -3.2743 -5.2301
H -0.2248 1.3784 -6.3608
H 0.6116 -0.1426 -6.0525
H 0.6349 1.1423 -4.8319
H -2.7626 2.1005 -5.1376
H -2.6402 1.6700 -3.4256
H -3.8131 0.8512 -4.4684
H -2.6392 -0.4801 -7.0288
H -3.2145 -1.6700 -5.8664
H -1.6193 -1.8579 -6.6151
H -2.3209 -2.7838 -0.0585
H -1.8813 -4.2659 -0.9306
H -3.5561 -3.9686 -0.4665
H -4.1640 -0.6499 -1.6935
H -5.3139 -1.9725 -1.9626
H -4.6722 -1.0655 -3.3383
H -2.3569 -4.4859 -4.0267
H -3.6860 -3.5166 -4.6764
H -3.9842 -4.6643 -3.3741
H 2.4944 -1.4394 -2.2559
H 2.1478 -0.7269 -3.8231
H 3.1089 -2.2133 -3.7159
H 0.5674 -4.0641 -1.3469
H 1.7162 -4.7105 -2.5173
H -0.0117 -4.9564 -2.7657
H 0.7259 -2.5009 -5.9608
H -0.5379 -3.6126 -5.4103
H 1.1490 -4.1226 -5.4155
O -0.9175 1.9872 -1.8905
C 0.2357 2.1534 -2.4082
O 1.0480 1.1824 -2.3569
C 0.5950 3.4332 -3.0477
C -0.3195 4.4766 -3.0464
C -0.0096 5.7069 -3.6288
C 1.2344 5.8227 -4.1977
O 1.7782 6.9112 -4.8107
C 3.0694 6.5076 -5.2713
O 3.3052 5.1804 -4.8096
C 2.1485 4.7796 -4.1967
C 1.8663 3.5701 -3.6281
H -1.2797 4.3239 -2.5741
H -0.7072 6.5321 -3.6276
H 3.8257 7.1769 -4.8603
H 3.0845 6.5242 -6.3638
H 2.5807 2.7590 -3.5999

(3)
Computed, not measured: a molecular structure, C45H78Cl35I2N4O5S, with ωB97M-V/def2-TZVPD.

- LUMO energy (eV) = -2.525
- HOMO-LUMO gap (eV) = 8.4
- net charge = +1
- HOMO energy (eV) = -10.959
- total energy (Eh) = -19456.3524

Geometry (Å):
C 5.5287 -2.6186 0.4677
C 4.1809 -2.8838 -0.2784
C 3.2449 -1.6446 -0.1040
C 2.6121 -1.7773 1.3072
N 1.5348 -0.9747 1.8281
C 0.2063 -0.5470 1.4284
C 0.5541 0.9919 1.0426
I 2.6162 1.6501 0.8359
C -0.2558 2.0353 0.8367
C 0.1740 3.4389 0.4610
I -2.3609 1.9540 0.9754
C -0.5399 -0.5660 2.8829
C -0.1261 0.4118 4.0104
C -0.2052 1.9419 4.0458
C 1.2184 2.5651 3.9626
Cl 1.6923 3.3432 5.5258
O -0.0199 -1.8586 3.4867
C -0.8646 -2.4701 4.2219
N -1.6257 -3.0207 4.8828
N -1.9481 -0.6756 2.9282
C -2.7220 -1.2221 1.8597
O -3.4529 -2.3440 2.3248
C -4.8132 -2.2678 1.9737
C -5.0679 -2.3663 0.4668
C -6.5717 -2.4579 0.1646
O -4.4664 -3.5415 -0.0804
C -2.0298 -1.4361 0.5242
N -0.4975 -1.3739 0.3854
C -0.3391 -1.0260 -1.1064
C -0.4417 0.3553 -1.7628
C 0.9929 0.9623 -2.0606
C 1.3868 0.9155 -3.5075
C 0.6532 1.3587 -4.5461
C 1.1050 1.2714 -5.8156
C 2.3233 0.7712 -6.0718
C 3.1158 0.3498 -5.0473
C 2.6209 0.4142 -3.7965
C -0.1089 -2.8573 0.2816
S -0.2968 -4.1504 1.5320
O -1.5749 -4.3896 2.1122
O 0.7411 -4.2128 2.5047
H 5.6109 -1.5811 0.7957
H 6.3491 -2.8123 -0.2201
H 5.5787 -3.2727 1.3379
H 3.7064 -3.8042 0.0329
H 4.4330 -2.9134 -1.3409
H 3.9189 -0.8011 -0.2350
H 2.5479 -1.6807 -0.9513
H 2.4002 -2.8563 1.3874
H 3.4738 -1.6957 1.9736
H 1.8834 -0.4541 2.6109
H -0.6808 4.0967 0.3121
H 0.7688 3.8967 1.2505
H 0.7231 3.4438 -0.4795
H -0.7583 0.0836 4.8445
H 0.8572 0.1301 4.3951
H -0.8718 2.4923 3.3862
H -0.5094 2.2608 5.0442
H 1.9855 1.8282 3.7716
H 1.2880 3.3616 3.2279
H -2.4089 0.0623 3.4319
H -3.5482 -0.5165 1.6881
H -5.2828 -3.1550 2.4162
H -5.3483 -1.4192 2.4230
H -4.6720 -1.4882 -0.0574
H -7.1240 -1.6174 0.5883
H -6.8985 -3.4041 0.6124
H -6.7498 -2.5560 -0.9043
H -4.7007 -4.2446 0.5387
H -2.4397 -0.6910 -0.1523
H -2.4255 -2.3724 0.1233
H -1.1381 -1.5626 -1.6240
H 0.5338 -1.4834 -1.5723
H -0.8098 0.2288 -2.7858
H -1.1362 1.0954 -1.3726
H 1.6855 0.3168 -1.5210
H 1.0600 1.9580 -1.6255
H -0.3346 1.7780 -4.3623
H 0.5171 1.5936 -6.6623
H 2.6999 0.7101 -7.0831
H 4.0962 -0.0371 -5.1887
H 3.2555 0.0636 -2.9882
H -0.6101 -3.3070 -0.5762
H 0.9111 -3.0022 -0.0797
H -0.0455 -5.3164 0.8770
C 6.6719 2.2684 -6.4336
Cl 7.6936 3.3091 -5.4318
Cl 5.1291 1.8957 -5.6337
H 6.4657 2.7746 -7.3657
H 7.1987 1.3396 -6.6215
C -0.4053 5.1155 -6.0489
Cl -1.2162 3.7189 -5.3140
Cl 1.1313 4.6626 -6.7930
H -1.0544 5.5322 -6.8119
H -0.2155 5.8549 -5.2798
C 5.3232 1.5244 4.8316
Cl 4.1710 0.2192 4.4898
Cl 4.6532 3.1466 4.5578
H 5.6210 1.4568 5.8842
H 6.1893 1.3966 4.1915
C 5.2031 -0.1404 9.0026
Cl 6.1147 0.1931 7.5161
Cl 3.5336 0.4181 8.8842
H 5.1957 -1.2070 9.1789
H 5.6899 0.3688 9.8244
C -1.3432 3.1930 -8.8493
Cl -1.1680 1.4582 -9.1439
Cl -1.3917 4.1095 -10.3591
H -2.2667 3.3631 -8.3065
H -0.4960 3.5349 -8.2627
C 3.3571 3.7254 10.5900
Cl 5.0972 3.9173 10.3373
Cl 2.8314 4.4794 12.0991
H 2.8322 4.1919 9.7642
H 3.1257 2.6674 10.6278
C 1.6884 -5.4118 9.3693
Cl 3.4259 -5.1896 9.1131
Cl 1.1221 -4.5110 10.7812
H 1.1572 -5.0607 8.4957
H 1.4923 -6.4661 9.5252
C -1.0345 7.7670 0.6294
Cl -1.8643 6.4704 1.5010
Cl 0.5237 7.2246 -0.0062
H -1.6581 8.0855 -0.1976
H -0.8670 8.5930 1.3105
C 8.7186 5.6121 -8.3677
Cl 7.3036 6.6672 -8.3247
Cl 8.2702 3.9400 -8.7280
H 9.3958 5.9640 -9.1371
H 9.2054 5.6390 -7.3993
C -6.5471 3.5478 1.3515
Cl -6.3421 1.7899 1.2620
Cl -6.5537 4.2791 -0.2540
H -7.4903 3.7624 1.8404
H -5.7266 3.9660 1.9236
C -1.6567 -4.2938 -4.4258
Cl -0.6294 -2.8523 -4.4970
Cl -3.3091 -3.9584 -4.9469
H -1.2286 -5.0564 -5.0685
H -1.6995 -4.6416 -3.3991
C 5.5055 -1.4751 12.8716
Cl 5.5442 -2.6868 11.5877
Cl 4.7662 0.0566 12.3649
H 4.9328 -1.8769 13.6992
H 6.5222 -1.2727 13.1876
C 1.0146 -5.9877 -1.9986
Cl 1.8658 -5.4516 -0.5354
Cl -0.7393 -5.7558 -1.8573
H 1.3911 -5.4432 -2.8585
H 1.1953 -7.0493 -2.1209
C -9.1979 -2.7718 3.2410
Cl -8.0927 -1.4138 3.5064
Cl -10.7327 -2.2339 2.5571
H -8.7349 -3.4708 2.5532
H -9.3890 -3.2556 4.1918
C -5.5334 -0.7433 -4.9292
Cl -3.8258 -0.6947 -5.3794
Cl -5.7951 -0.0728 -3.3125
H -6.1013 -0.1615 -5.6461
H -5.8675 -1.7752 -4.9380
C -9.7435 -3.3253 -2.7387
Cl -7.9872 -3.3889 -2.9426
Cl -10.1896 -2.8474 -1.0973
H -10.1498 -2.5999 -3.4338
H -10.1535 -4.3072 -2.9440
C -1.6052 2.4027 -14.0380
Cl 0.0280 2.2995 -14.7055
Cl -2.7323 3.1252 -15.1918
H -1.9471 1.4038 -13.7933
H -1.5795 3.0155 -13.1438